Molecular formula: C30H54F6O27P
Method: DFT, ωB97M-V with the def2-TZVPD basis set

Summary:
**Total charge**: -1
**Electronic energy**: -112871.9426 eV
**HOMO-LUMO gap**: 10.70 eV
**E_LUMO**: 1.851 eV
**E_HOMO**: -8.85 eV

Last column: Mulliken charge in e.
Geometry (Å):
1 P 7.217 11.834 -8.274  1.4840
2 F 8.770 12.059 -8.644  -0.3887
3 F 6.865 11.807 -9.859  -0.3605
4 F 7.454 10.228 -8.326  -0.4458
5 F 5.641 11.638 -7.959  -0.3905
6 F 7.510 11.794 -6.687  -0.3788
7 F 7.023 13.432 -8.239  -0.4288
8 C 6.572 11.080 -3.352  -1.0826
9 C 6.331 9.739 -2.672  0.8703
10 C 7.592 8.884 -2.523  0.1621
11 O 7.830 8.843 -1.112  -0.4101
12 C 6.776 9.366 -0.451  0.5062
13 O 6.624 9.308 0.724  -0.5609
14 O 5.953 10.003 -1.308  -0.4663
15 H 7.512 11.521 -3.017  0.3028
16 H 5.766 11.777 -3.128  0.4199
17 H 6.598 10.934 -4.433  0.0453
18 H 5.516 9.228 -3.177  0.1399
19 H 8.482 9.181 -3.074  0.1221
20 H 7.397 7.867 -2.870  0.0213
21 C 9.874 11.272 -12.660  -1.3283
22 C 8.676 10.499 -13.143  1.0145
23 C 7.389 11.327 -13.153  -0.0740
24 O 6.706 10.919 -14.342  -0.3806
25 C 7.572 10.272 -15.137  0.5761
26 O 7.357 9.884 -16.240  -0.5549
27 O 8.766 10.092 -14.510  -0.4247
28 H 10.392 11.799 -13.459  0.4075
29 H 10.565 10.530 -12.250  0.2063
30 H 9.678 11.977 -11.853  0.3307
31 H 8.455 9.624 -12.530  -0.0319
32 H 7.577 12.402 -13.240  0.2049
33 H 6.769 11.169 -12.274  0.0948
34 C 6.517 7.402 -10.691  -1.1906
35 C 5.777 6.348 -9.895  0.7324
36 C 4.867 5.364 -10.645  -0.4015
37 O 5.428 4.080 -10.344  -0.3694
38 C 6.566 4.226 -9.615  0.5983
39 O 7.335 3.351 -9.403  -0.5457
40 O 6.697 5.498 -9.204  -0.3117
41 H 5.851 8.072 -11.228  0.4401
42 H 7.260 6.954 -11.354  0.3755
43 H 7.086 7.963 -9.945  0.1632
44 H 5.229 6.832 -9.083  -0.0329
45 H 4.879 5.524 -11.722  0.2554
46 H 3.845 5.392 -10.273  0.3302
47 C 5.968 8.377 -6.494  -0.0009
48 O 6.270 7.768 -5.236  0.1115
49 C 5.738 6.552 -5.082  0.5194
50 O 5.459 5.794 -5.965  -0.5965
51 O 5.592 6.352 -3.767  -0.2750
52 C 4.932 5.164 -3.381  -0.8107
53 H 6.419 7.787 -7.293  -0.0232
54 H 6.415 9.358 -6.582  -0.2083
55 H 4.894 8.449 -6.675  0.2449
56 H 4.297 5.398 -2.515  0.2651
57 H 5.617 4.431 -2.953  0.3115
58 H 4.261 4.745 -4.124  0.3251
59 C 7.216 15.929 -10.261  -0.5713
60 O 6.400 17.081 -10.057  -0.3174
61 C 6.939 18.230 -9.652  0.7144
62 O 6.308 19.248 -9.610  -0.5798
63 O 8.226 18.101 -9.296  -0.3032
64 C 8.761 19.183 -8.565  -0.6612
65 H 6.745 15.309 -11.022  0.2096
66 H 7.276 15.352 -9.342  0.3160
67 H 8.230 16.115 -10.610  0.3546
68 H 8.969 20.053 -9.193  0.2743
69 H 9.716 18.886 -8.138  0.2528
70 H 8.085 19.490 -7.769  0.3029
71 C 2.448 17.274 -4.895  -0.6935
72 O 2.717 15.890 -4.802  -0.3432
73 C 3.929 15.502 -5.198  0.7108
74 O 4.822 16.239 -5.529  -0.5551
75 O 4.005 14.186 -5.132  -0.3849
76 C 5.286 13.618 -5.429  0.0200
77 H 2.812 17.793 -4.001  0.2798
78 H 1.371 17.409 -4.918  0.2438
79 H 2.933 17.761 -5.738  0.3213
80 H 6.054 13.931 -4.726  0.4412
81 H 5.516 13.855 -6.463  0.2757
82 H 5.174 12.541 -5.368  -0.3493
83 C 12.888 8.321 -3.436  -0.7231
84 O 12.197 9.380 -4.097  -0.2664
85 C 12.719 9.744 -5.273  0.6823
86 O 13.788 9.421 -5.694  -0.5207
87 O 11.934 10.621 -5.926  -0.3710
88 C 10.534 10.566 -5.732  -0.6136
89 H 13.950 8.551 -3.347  0.2925
90 H 12.852 7.423 -4.059  0.3207
91 H 12.396 8.142 -2.489  0.2227
92 H 10.079 9.635 -6.085  0.3468
93 H 10.007 11.411 -6.164  0.1206
94 H 10.256 10.588 -4.672  0.4759
95 C 2.537 10.809 -7.321  -0.5351
96 O 2.821 11.838 -8.242  -0.1704
97 C 1.966 12.018 -9.254  0.7125
98 O 0.933 11.426 -9.395  -0.6016
99 O 2.448 12.862 -10.161  -0.3910
100 C 3.664 13.560 -9.938  -0.0987
101 H 1.717 11.014 -6.634  0.3588
102 H 3.440 10.629 -6.742  -0.0695
103 H 2.325 9.891 -7.877  0.3601
104 H 4.030 14.054 -10.835  0.2455
105 H 4.438 12.934 -9.503  -0.0917
106 H 3.529 14.403 -9.249  0.2751
107 C 11.657 10.166 -9.444  -0.1578
108 O 11.452 8.767 -9.622  -0.2393
109 C 12.208 7.937 -8.900  0.7366
110 O 13.190 8.237 -8.291  -0.5663
111 O 11.700 6.698 -8.869  -0.4047
112 C 10.370 6.456 -9.307  -0.4183
113 H 11.939 10.455 -8.434  0.1642
114 H 10.736 10.610 -9.807  -0.0971
115 H 12.484 10.515 -10.071  0.2805
116 H 10.119 5.410 -9.135  0.2737
117 H 10.166 6.735 -10.336  0.2716
118 H 9.683 6.973 -8.623  0.1308

***

Molecular formula: C30H55B5F20N10
Method: DFT, ωB97M-V with the def2-TZVPD basis set

Summary:
**Electronic energy**: -104606.6658 eV
**HOMO-LUMO gap**: 6.41 eV
**E_LUMO**: 0.006 eV
**E_HOMO**: -6.41 eV

Last column: Mulliken charge in e.
Geometry (Å):
1 C -2.114 -4.454 -4.338  -1.0702
2 C -2.811 -5.554 -3.545  -0.4812
3 N -4.260 -5.431 -3.729  0.2226
4 C -5.000 -4.554 -3.065  -0.7757
5 C -6.365 -4.757 -3.364  1.0007
6 N -6.410 -5.875 -4.184  0.3078
7 C -5.089 -6.258 -4.439  -0.6012
8 C -7.502 -6.567 -4.712  -0.7852
9 H -2.398 -3.480 -3.938  0.3133
10 H -2.387 -4.491 -5.393  0.3251
11 H -1.027 -4.527 -4.291  0.3883
12 H -2.558 -5.594 -2.485  0.3410
13 H -2.553 -6.488 -4.044  0.2770
14 H -4.474 -3.871 -2.415  0.8795
15 H -7.304 -4.292 -3.102  0.2432
16 H -4.754 -7.046 -5.098  0.3951
17 H -8.314 -5.860 -4.882  0.2998
18 H -7.852 -7.236 -3.925  0.3336
19 H -7.319 -7.141 -5.620  0.3659
20 C -9.904 -6.221 3.959  -1.0420
21 C -10.735 -5.032 3.417  -0.6412
22 N -10.026 -3.739 3.387  0.3332
23 C -9.524 -3.035 4.473  -1.3691
24 C -9.011 -1.800 4.063  -0.5397
25 N -9.110 -1.798 2.710  0.5879
26 C -9.685 -3.004 2.288  -1.3187
27 C -8.755 -0.680 1.877  -0.2242
28 H -9.067 -6.377 3.279  0.2450
29 H -10.525 -7.114 4.021  0.3659
30 H -9.490 -5.983 4.939  0.3751
31 H -11.614 -4.818 4.024  0.5060
32 H -11.171 -5.250 2.442  0.3130
33 H -9.872 -3.363 5.441  0.5159
34 H -8.572 -0.960 4.580  1.1539
35 H -10.029 -3.174 1.279  1.1350
36 H -7.820 -0.261 2.248  -1.0880
37 H -9.600 0.007 1.833  0.3675
38 H -8.624 -1.129 0.892  0.0692
39 C -1.440 2.624 -2.775  -1.0437
40 C -1.740 3.774 -1.770  -0.6128
41 N -2.963 3.467 -1.067  0.2260
42 C -4.209 3.532 -1.628  -1.0439
43 C -5.199 3.003 -0.773  0.5451
44 N -4.484 2.741 0.426  0.6487
45 C -3.133 2.984 0.267  -0.2719
46 C -5.150 2.330 1.646  -0.4690
47 H -2.263 2.499 -3.480  0.3268
48 H -1.133 1.658 -2.376  0.2994
49 H -0.676 3.073 -3.410  0.4012
50 H -1.936 4.705 -2.302  0.3658
51 H -0.855 3.929 -1.153  0.3520
52 H -4.314 3.891 -2.641  0.5239
53 H -6.237 2.770 -0.955  -0.2952
54 H -2.371 2.871 1.023  0.4631
55 H -5.755 3.167 1.996  1.0716
56 H -4.401 2.131 2.412  1.1665
57 H -5.764 1.436 1.534  -0.4044
58 C -4.551 2.526 3.948  -1.0586
59 C -5.742 1.635 3.451  1.4063
60 N -7.018 2.286 3.530  0.7295
61 C -7.866 2.355 4.650  -0.3505
62 C -8.937 3.201 4.402  -0.9349
63 N -8.611 3.757 3.154  0.1025
64 C -7.492 3.171 2.632  -1.1507
65 C -9.383 4.791 2.480  -0.9039
66 H -4.296 3.334 3.262  0.5137
67 H -3.698 1.847 3.954  0.2965
68 H -4.631 2.981 4.935  0.3727
69 H -5.836 0.629 3.860  0.7019
70 H -5.631 1.436 2.385  -1.9726
71 H -7.669 1.798 5.554  0.5960
72 H -9.702 3.643 5.023  0.4827
73 H -6.994 3.398 1.701  1.1607
74 H -10.378 4.784 2.925  0.3590
75 H -9.435 4.504 1.430  0.3395
76 H -8.849 5.722 2.673  0.3003
77 C -7.490 -2.950 -2.876  -0.0793
78 C -8.390 -2.584 -1.662  -1.2823
79 N -7.534 -2.205 -0.504  1.3128
80 C -6.852 -3.039 0.406  -1.3977
81 C -6.272 -2.221 1.350  -1.1597
82 N -6.584 -0.915 1.091  1.1694
83 C -7.393 -0.898 -0.031  -0.5578
84 C -6.144 0.173 1.921  0.4681
85 H -6.785 -2.149 -3.100  0.6683
86 H -8.069 -3.037 -3.796  0.4419
87 H -7.022 -3.916 -2.687  -1.1211
88 H -9.026 -3.436 -1.422  0.1061
89 H -9.100 -1.802 -1.930  0.6254
90 H -6.875 -4.084 0.134  1.7041
91 H -5.643 -2.520 2.175  0.2797
92 H -7.849 -0.017 -0.458  0.2002
93 H -6.534 1.122 1.551  0.7426
94 H -5.061 0.104 2.019  0.4377
95 H -6.541 0.066 2.930  -1.9547
96 B -3.387 0.168 2.071  0.0107
97 F -2.491 -0.176 3.016  -0.4326
98 F -3.540 -0.935 1.333  -0.3517
99 F -4.532 0.465 2.761  -0.4843
100 F -2.756 1.146 1.362  -0.2246
101 B -8.617 -4.957 0.505  -0.4098
102 F -8.973 -6.213 1.036  -0.4061
103 F -7.810 -4.333 1.398  0.1686
104 F -7.924 -5.125 -0.636  0.2160
105 F -9.736 -4.181 0.179  -0.4090
106 B -6.550 -1.426 4.195  -0.2840
107 F -6.955 -2.317 3.214  0.0015
108 F -5.264 -0.983 3.898  -0.0771
109 F -7.348 -0.306 4.289  -0.1125
110 F -6.574 -2.005 5.461  -0.3973
111 B -7.147 1.820 -0.161  -0.4086
112 F -7.251 2.644 -1.235  -0.5132
113 F -8.261 1.046 -0.021  -0.2208
114 F -6.071 0.949 -0.334  -0.3070
115 F -6.965 2.567 0.927  0.6023
116 B -8.280 -3.806 -4.767  -0.2696
117 F -9.010 -2.666 -4.735  -0.5104
118 F -8.647 -4.532 -5.874  -0.4691
119 F -6.962 -3.483 -4.957  -0.1405
120 F -8.537 -4.542 -3.611  -0.1377